Entry 1:
Computed, not measured: one molecule with the formula C18H24N2O2S, with ωB97M-V/def2-TZVPD.

## Properties
E in eV: -36967.118
Energy relative to the best compared isomer or geometry (same formula, charge and spin) in kJ/mol: 79.4
Molecular weight in Da: 332.5
Charge: 0
HOMO energy in eV: -8.269
F_max in hartree/bohr: 0.013

Geometry (Å):
C  3.945526  -2.241980  3.453679
C  2.607427  -2.907309  3.743489
O  1.571608  -2.366177  2.925110
C  0.993134  -1.233514  3.352061
O  1.283513  -0.680406  4.385498
C  -0.033784  -0.738818  2.408154
C  -0.377149  -1.436535  1.252359
C  -1.302861  -0.916455  0.371726
C  -1.894395  0.326176  0.621358
N  -2.788357  0.911547  -0.267547
C  -2.709312  0.995057  -1.633193
S  -3.877851  1.849063  -2.428057
N  -1.687558  0.366138  -2.242396
C  -1.265207  0.661176  -3.589810
C  -0.032839  1.585393  -3.572360
C  1.019543  1.043959  -2.641734
C  1.138564  1.485820  -1.394485
C  2.117275  0.957895  -0.391901
C  3.162301  0.052491  -1.037843
C  2.490655  -0.885855  -2.033583
C  1.878247  -0.071285  -3.169867
C  -1.595483  0.992200  1.813889
C  -0.674110  0.467756  2.691542
H  4.723921  -2.715099  4.045074
H  3.898207  -1.187079  3.712779
H  4.192590  -2.336917  2.398753
H  2.337318  -2.770462  4.795750
H  2.635154  -3.971656  3.500383
H  0.082777  -2.391647  1.053301
H  -1.601797  -1.491629  -0.491206
H  -3.472887  1.543565  0.127710
H  -0.915295  0.091023  -1.643686
H  -1.025245  -0.284297  -4.085083
H  -2.094671  1.137585  -4.114480
H  0.358510  1.667231  -4.587060
H  -0.347014  2.576004  -3.239485
H  0.495848  2.282289  -1.039211
H  1.565349  0.402891  0.375863
H  2.603995  1.794894  0.115120
H  3.898827  0.662374  -1.564799
H  3.685467  -0.517128  -0.267900
H  1.707433  -1.451549  -1.522816
H  3.214574  -1.597775  -2.434162
H  2.676113  0.359342  -3.783721
H  1.287033  -0.718220  -3.822341
H  -2.081746  1.931927  2.030960
H  -0.419063  0.984554  3.604005

Atoms 1-6, force components in eV/Å:
-0.42 -0.04 -0.03
0.43 -0.06 0.41
-0.20 0.04 -0.28
0.09 0.06 0.26
0.01 -0.06 -0.09
-0.23 0.06 -0.20

=====

Entry 2:
Computed, not measured: one molecule with the formula C18H24N2O3 at a distorted geometry, with ωB97M-V/def2-TZVPD.

## Properties
E in eV: -28178.291
Energy relative to the best compared isomer or geometry (same formula, charge and spin) in kJ/mol: 181.5
Molecular weight in Da: 316.4
Charge: 0
HOMO energy in eV: -7.783
F_max in hartree/bohr: 0.053

Geometry (Å):
C  1.038352  -1.690642  5.111786
O  1.938190  -1.075720  4.176161
C  1.423434  -0.301494  3.242683
O  0.232508  -0.081677  3.066151
N  2.399979  0.320914  2.505153
C  2.283287  1.131398  1.300979
C  1.534295  2.443444  1.497721
C  0.593241  2.662876  0.296742
C  1.384348  2.636740  -1.003385
C  2.360965  1.431086  -1.011674
C  1.785371  0.414177  -0.011031
N  0.289265  0.283337  -0.169261
C  -0.301707  -1.044663  -0.010563
C  -1.744389  -1.048740  -0.455040
C  -2.735874  -1.367256  0.486284
C  -4.094775  -1.289871  0.114197
C  -4.450245  -0.946628  -1.191449
C  -3.441073  -0.724949  -2.114625
C  -2.077161  -0.769455  -1.785866
C  -0.403980  1.482533  0.311316
C  3.777627  1.663449  -0.438156
C  4.479066  2.949524  -0.902063
O  3.635217  1.507538  0.990090
H  0.204237  -2.124214  4.553763
H  0.649260  -0.975793  5.791402
H  1.570704  -2.461897  5.671466
H  3.327828  0.297339  2.914467
H  0.978095  2.482433  2.433390
H  2.213997  3.293655  1.456627
H  0.134247  3.630695  0.419415
H  1.901694  3.591838  -1.102042
H  0.640455  2.513432  -1.848613
H  2.470666  1.001253  -2.026711
H  2.266468  -0.552473  -0.144472
H  0.247508  -1.757591  -0.644692
H  -0.202970  -1.392781  1.026854
H  -2.526492  -1.563529  1.564346
H  -4.835061  -1.487319  0.867262
H  -5.465084  -0.908554  -1.540576
H  -3.686451  -0.435965  -3.132905
H  -1.285379  -0.557711  -2.537216
H  -1.267663  1.681960  -0.330777
H  -0.763009  1.341256  1.324331
H  4.392083  0.867829  -0.839594
H  5.510139  2.944956  -0.540419
H  4.514200  3.056383  -2.011906
H  3.975907  3.800197  -0.458230

Atoms 1-6, force components in eV/Å:
-0.22 -0.64 -0.98
0.80 -0.78 0.94
-1.04 2.08 -1.46
0.41 -0.71 0.25
0.76 -0.71 0.60
0.34 0.03 -0.15

=====

Entry 3:
Computed, not measured: one molecule with the formula C18H24N2O6S2, with ωB97M-V/def2-TZVPD.

## Properties
E in eV: -55989.335
Energy relative to the best compared isomer or geometry (same formula, charge and spin) in kJ/mol: 96.2
Molecular weight in Da: 428.5
Charge: 0
HOMO energy in eV: -9.413
F_max in hartree/bohr: 0.018

Geometry (Å):
C  4.086109  6.563068  -0.924786
O  4.157374  5.806637  0.259370
C  4.969906  4.662310  0.184813
C  4.321096  3.500230  -0.589319
N  5.128909  2.303533  -0.623291
S  5.168496  1.371806  0.774927
O  6.209948  0.412112  0.566574
O  5.209368  2.183107  1.959258
C  3.571208  0.585781  0.661570
C  3.363988  -0.354144  -0.328933
C  2.122447  -0.951120  -0.445237
C  1.091187  -0.612830  0.432286
C  -0.229470  -1.251209  0.309502
C  -0.811971  -1.430803  -0.944607
C  -2.055374  -2.026837  -1.059159
C  -2.711083  -2.448866  0.080015
S  -4.330147  -3.189347  -0.043259
O  -4.655609  -3.359371  -1.432756
O  -4.424408  -4.318816  0.830430
N  -5.250108  -1.974335  0.660608
C  -5.626719  -0.883974  -0.207941
C  -6.835605  -1.214140  -1.101429
O  -7.244262  -0.138426  -1.909003
C  -6.411740  0.109462  -3.017044
C  -2.150936  -2.287750  1.332207
C  -0.911503  -1.686351  1.446810
C  1.326512  0.334415  1.428360
C  2.566751  0.937310  1.541181
H  5.087387  6.812244  -1.296416
H  3.559997  7.480359  -0.667262
H  3.532748  6.045307  -1.715930
H  5.939493  4.908508  -0.277108
H  5.137712  4.344199  1.216291
H  3.376397  3.233188  -0.110319
H  4.115320  3.796093  -1.622929
H  6.063797  2.449257  -0.974793
H  4.181884  -0.608162  -0.983297
H  1.952152  -1.701358  -1.202352
H  -0.296103  -1.084437  -1.827376
H  -2.526264  -2.180936  -2.017497
H  -6.014591  -2.359581  1.194589
H  -5.848927  -0.002110  0.401133
H  -4.750400  -0.672776  -0.824290
H  -6.590591  -2.093475  -1.712185
H  -7.697708  -1.445197  -0.467965
H  -6.950246  0.812974  -3.649699
H  -5.455314  0.554185  -2.720384
H  -6.216104  -0.812163  -3.576083
H  -2.691611  -2.645339  2.193258
H  -0.454207  -1.571291  2.417691
H  0.528936  0.611373  2.100928
H  2.776303  1.671642  2.303108

Atoms 1-6, force components in eV/Å:
-0.03 0.01 -0.02
-0.11 -0.05 0.07
0.02 -0.21 0.09
-0.29 0.65 0.16
0.20 -0.64 0.67
0.11 0.22 -0.59

=====

Entry 4:
Computed, not measured: one molecule with the formula C18H24N4O4, with ωB97M-V/def2-TZVPD.

## Properties
E in eV: -33206.839
Energy relative to the best compared isomer or geometry (same formula, charge and spin) in kJ/mol: 102.8
Molecular weight in Da: 360.4
Charge: 0
HOMO energy in eV: -8.731
F_max in hartree/bohr: 0.017

Geometry (Å):
C  -5.674382  -2.961245  0.021924
C  -4.650372  -2.374628  0.982102
O  -3.528713  -1.831705  0.282108
C  -3.651896  -0.586681  -0.194771
O  -4.634228  0.090141  -0.044698
C  -2.405394  -0.171027  -0.962165
C  -1.128772  -0.477060  -0.170915
C  -1.024475  0.468201  1.029678
N  -1.049497  1.842680  0.593704
C  -0.055254  2.753958  0.655244
O  -0.219111  3.918343  0.359451
C  1.302856  2.295931  1.207416
N  1.846037  1.112696  0.573994
N  2.304698  0.169018  1.415934
C  2.836331  -0.909105  0.982127
C  3.357494  -1.910226  1.962387
C  4.880425  -1.818067  2.084078
N  2.957800  -1.145162  -0.372117
C  3.466687  -2.195984  -1.065339
C  3.332789  -1.938676  -2.406855
C  2.716918  -0.685291  -2.548247
C  2.489734  -0.203872  -1.277993
C  1.875359  1.021225  -0.807779
O  1.400159  1.890717  -1.510324
C  -2.281304  2.188340  -0.089082
C  -2.448154  1.314157  -1.331069
H  -5.209939  -3.714074  -0.610507
H  -6.085793  -2.175281  -0.606484
H  -6.481625  -3.419228  0.586039
H  -5.108098  -1.583713  1.585270
H  -4.231976  -3.145577  1.632675
H  -2.405728  -0.776439  -1.876580
H  -1.131590  -1.512812  0.169864
H  -0.272060  -0.327565  -0.830017
H  -0.132264  0.254562  1.615578
H  -1.895996  0.309328  1.679771
H  1.233007  2.090331  2.277405
H  1.980432  3.141478  1.047727
H  3.065751  -2.914981  1.649988
H  2.902502  -1.697833  2.929361
H  5.166429  -0.829229  2.432983
H  5.362852  -1.997452  1.126035
H  5.241268  -2.555021  2.796687
H  3.883862  -3.051837  -0.574429
H  3.645321  -2.584445  -3.203258
H  2.465342  -0.180981  -3.458565
H  -2.221153  3.240934  -0.366603
H  -3.126761  2.041336  0.589880
H  -3.398542  1.550249  -1.809216
H  -1.635388  1.531556  -2.025831

Atoms 1-6, force components in eV/Å:
0.34 0.21 0.10
-0.49 -0.06 0.17
0.22 -0.20 -0.04
0.21 0.15 -0.24
-0.18 0.03 0.04
0.04 0.06 -0.12

=====

Entry 5:
Computed, not measured: one molecule with the formula C18H24N4O6S at a distorted geometry, with ωB97M-V/def2-TZVPD.

## Properties
E in eV: -48135.377
Energy relative to the best compared isomer or geometry (same formula, charge and spin) in kJ/mol: 88.1
Molecular weight in Da: 424.5
Charge: 0
HOMO energy in eV: -8.202
F_max in hartree/bohr: 0.023

Geometry (Å):
C  1.850590  3.218785  -0.641479
C  0.830572  2.546411  -1.543154
O  -0.490956  3.002637  -1.213999
C  -1.387098  2.107943  -0.823234
O  -1.202396  0.921914  -0.751184
C  -2.696709  2.792291  -0.472755
S  -4.095022  1.747034  -0.986188
C  -3.769005  0.424914  0.103834
N  -3.464381  0.548508  1.367267
N  -3.206512  -0.680321  1.832930
C  -3.375283  -1.535937  0.857745
C  -2.956011  -2.967231  0.927997
N  -1.501924  -2.956597  0.974458
C  -0.804741  -2.629274  -0.159537
O  -1.192769  -2.946480  -1.268434
C  0.432002  -1.843502  0.071688
C  1.524648  -1.992513  -0.772809
C  2.628433  -1.169839  -0.621836
O  3.762174  -1.247804  -1.369711
C  3.816383  -2.211727  -2.393083
C  2.631943  -0.153464  0.356507
O  3.757900  0.619504  0.384959
C  4.204447  1.135382  1.620676
C  1.495657  0.029721  1.158842
O  1.490124  1.094343  2.023211
C  0.356086  1.292864  2.837068
C  0.420181  -0.838862  1.030461
N  -3.737473  -0.880769  -0.281717
C  -3.962788  -1.417839  -1.592681
H  1.651362  2.972002  0.397932
H  2.843182  2.860771  -0.898569
H  1.811196  4.298389  -0.762496
H  0.865989  1.458144  -1.432082
H  0.996914  2.813719  -2.590589
H  -2.784446  3.749814  -0.980680
H  -2.771012  2.921013  0.608087
H  -3.273392  -3.516969  0.041413
H  -3.339903  -3.444338  1.830010
H  -1.131223  -2.594586  1.841271
H  1.484679  -2.759854  -1.527590
H  4.790481  -2.084032  -2.862586
H  3.737064  -3.228428  -1.994440
H  3.030669  -2.052933  -3.138268
H  5.243153  1.421074  1.455384
H  3.629647  2.010903  1.929995
H  4.157520  0.379999  2.409249
H  0.558882  2.205075  3.396748
H  0.212783  0.465059  3.537711
H  -0.554604  1.424994  2.245501
H  -0.465799  -0.671423  1.620598
H  -4.038456  -0.589566  -2.295604
H  -4.890530  -1.993168  -1.613548
H  -3.122223  -2.055743  -1.873301

Atoms 1-6, force components in eV/Å:
-0.39 -0.03 -0.18
0.53 -0.31 -0.03
0.12 0.49 -0.03
-0.34 -0.09 0.10
0.12 0.03 -0.09
-0.12 -0.44 -0.09